{"formula": "C3H9N4S", "method": "wB97M-V/def2-TZVPD", "elements": ["S", "N", "N", "N", "N", "C", "C", "C", "H", "H", "H", "H", "H", "H", "H", "H", "H"], "xyz": [[-0.1622, -2.0126, -0.6130], [-0.1883, -0.3171, -0.4099], [0.4077, 1.6819, 0.6266], [-2.0830, 0.1310, -2.2948], [-2.3348, 1.2933, -2.1837], [0.4128, 0.3366, 0.5385], [1.3745, -0.6749, 1.1794], [0.7987, -2.1156, 1.0192], [-0.9502, 0.1802, -1.0614], [-0.0091, 2.1361, -0.1849], [-2.5828, 1.9185, -2.9272], [-2.1921, -0.4944, -3.2069], [2.3038, -0.5125, 0.7117], [1.1792, 2.1505, 1.1164], [1.6626, -0.5785, 2.1302], [0.2182, -2.2911, 1.8553], [1.6198, -2.7611, 0.8934]], "gap_ev": 9.273, "lumo_energy_ev": -3.4313, "homo_energy_ev": -12.70, "energy_ev": -20043.3571, "charge": 1, "de_lowest_kj_mol": 290.7, "spin_multiplicity": 1}